{"formula": "C41H72NO9", "method": "the ωB97M-V functional and the def2-TZVPD basis", "species": ["O", "O", "O", "O", "O", "O", "O", "O", "O", "N", "C", "C", "C", "C", "C", "C", "C", "C", "C", "C", "C", "C", "C", "C", "C", "C", "C", "C", "C", "C", "C", "C", "C", "C", "C", "C", "C", "C", "C", "C", "C", "C", "C", "C", "C", "C", "C", "C", "C", "C", "C", "H", "H", "H", "H", "H", "H", "H", "H", "H", "H", "H", "H", "H", "H", "H", "H", "H", "H", "H", "H", "H", "H", "H", "H", "H", "H", "H", "H", "H", "H", "H", "H", "H", "H", "H", "H", "H", "H", "H", "H", "H", "H", "H", "H", "H", "H", "H", "H", "H", "H", "H", "H", "H", "H", "H", "H", "H", "H", "H", "H", "H", "H", "H", "H", "H", "H", "H", "H", "H", "H", "H", "H"], "coordinates": [[-4.357039, -5.209719, -3.419103], [6.265166, 0.312077, -4.999595], [-1.098211, -1.402747, 2.035883], [-7.834971, -0.024867, 0.935631], [8.596200, -2.092931, -0.226336], [-0.940733, -0.482137, 0.027148], [-11.361829, 1.011370, 2.359157], [8.095211, -1.505469, 5.066781], [-1.729495, -3.847300, 0.131964], [-5.221286, -2.996924, -0.046776], [2.913965, 4.265917, -1.488433], [8.330530, -1.350574, 2.019574], [0.537052, 5.332458, 1.768244], [0.900163, 5.639054, -0.721661], [-7.977570, 2.177123, 0.053364], [3.919344, 1.961339, -2.128458], [7.831196, -0.790901, 7.318405], [-11.278410, 0.176976, 3.232522], [-12.365697, -0.844283, 3.452524], [2.100844, -0.337326, -1.256225], [-9.857481, 0.458594, -0.217683], [3.093236, -0.506135, -2.406259], [-10.082164, 0.112780, 4.149323], [3.328695, 3.302627, -2.616794], [-3.728918, -6.233039, -3.247348], [7.068204, -1.430546, -3.595714], [-4.058152, -1.095315, 0.710064], [-1.548790, -1.226734, 0.937979], [-4.095044, -3.732151, -0.116486], [7.209432, -0.359411, -4.647619], [-2.460410, -6.230206, -2.429853], [8.582822, -0.160640, -5.239680], [-4.069154, 1.252433, 1.799065], [-4.045932, 0.254870, 1.147182], [8.082163, -0.580342, 5.845165], [-4.181305, -7.550267, -3.820865], [-2.885684, -1.831456, 0.595952], [-1.215585, -0.739389, -1.376949], [-0.203392, -0.012419, -2.278233], [3.596800, 0.790682, -3.076314], [-2.899269, -3.165182, 0.198445], [-5.241117, -1.719661, 0.364821], [-6.512020, -3.604754, -0.441992], [8.316792, 0.841903, 5.391530], [-8.495441, 0.788792, 0.313972], [0.900385, 5.893633, 3.160958], [0.966883, 0.634404, -1.543082], [1.401919, 4.268221, -1.196636], [1.425620, 5.965577, 0.682352], [8.579255, -1.160347, 0.544793], [8.810361, 0.256833, 0.069849], [6.035774, -1.469594, -3.254431], [9.185370, -0.995653, 2.593742], [2.873869, 1.073402, -3.836095], [2.458847, 3.138091, -3.247944], [1.294575, 1.475586, -2.140458], [3.472050, 4.095147, -0.572864], [4.065216, 3.793978, -3.247037], [8.547729, 0.636106, -5.979090], [0.736852, 4.265009, 1.781795], [2.647254, -0.017425, -0.370612], [-0.505735, 5.507605, 1.519885], [-7.916045, 2.356196, -1.020952], [-1.163888, -1.807946, -1.552737], [-10.397803, 0.250000, 5.184407], [3.143111, 5.276850, -1.827810], [1.897045, 6.318041, 3.109041], [-11.963631, -1.850966, 3.327705], [8.918403, -1.080096, -5.721154], [0.210298, 6.674162, 3.464981], [-6.788557, -3.179699, -1.401998], [-9.378200, 0.898691, 3.884937], [-2.213089, -0.373271, -1.607621], [-3.418274, -7.947166, -4.491521], [0.649950, 1.066958, -0.600374], [4.506136, 0.541551, -3.619131], [3.941771, -1.117149, -2.108667], [2.415836, 5.549003, 0.837422], [7.447091, 1.457301, 5.626254], [0.133855, -0.727723, -3.020930], [8.484131, 0.859260, 4.316996], [3.637201, 1.769103, -1.096170], [-13.163594, -0.687355, 2.730541], [8.687608, -0.442024, 7.897184], [-6.170882, -1.178380, 0.417905], [-2.577159, -6.880221, -1.560157], [-6.986973, 2.287053, 0.490272], [7.341931, -2.401610, -4.009926], [-5.103774, -7.406971, -4.378291], [8.978998, 0.259140, -1.005185], [1.474340, 7.040864, 0.835481], [1.208726, 3.554356, -0.393684], [6.942201, -0.239854, 7.629013], [-7.277390, -3.343995, 0.275963], [0.849145, 3.946226, -2.076707], [-9.588345, -0.855023, 4.050892], [-8.649445, 2.911060, 0.499737], [1.718342, -1.327467, -1.006758], [-4.356632, -8.267481, -3.017510], [7.440935, -0.798303, 2.323994], [4.995346, 2.116914, -2.126646], [-6.394629, -4.668616, -0.586168], [-4.181659, -4.750570, -0.452870], [0.900760, 5.106477, 3.907661], [7.938609, 0.873635, 0.294963], [2.593899, -1.085690, -3.187001], [1.222743, 6.363126, -1.467674], [9.684987, 0.679395, 0.566329], [9.291771, 0.110167, -4.455832], [-4.140195, 2.141103, 2.373642], [-12.772594, -0.745451, 4.459621], [9.192144, 1.254988, 5.894510], [-0.185486, 5.615172, -0.685858], [-9.871481, 0.561184, -1.304881], [8.180052, -2.405187, 2.232211], [-1.339214, -3.733533, 1.014652], [-0.738072, 0.771715, -2.806175], [-10.115283, -0.565146, 0.045510], [-10.592312, 1.129757, 0.221021], [7.714166, -1.211267, -2.743527], [-1.617823, -6.572471, -3.030138], [-2.277158, -5.215565, -2.082167], [7.679115, -1.849999, 7.511924]], "forces_ev_per_angstrom": [[-0.1, 0.0, 0.2], [0.1, 0.0, 0.0], [-0.1, -0.1, 0.0], [0.1, -0.1, -0.1], [0.0, 0.1, -0.1], [0.0, -0.4, 0.0], [0.0, 0.0, 0.1], [0.0, 0.1, 0.1], [-0.4, -0.2, 0.4], [-0.4, 0.0, 0.2], [-0.5, 0.4, -0.8], [0.0, -0.2, -0.3], [0.8, 0.5, 0.3], [0.6, -0.6, 0.0], [0.2, -0.1, 0.2], [-0.1, 0.4, -0.7], [0.0, -0.2, -0.1], [0.0, 0.0, 0.0], [-0.1, 0.1, -0.2], [0.7, 0.0, 0.0], [0.1, -0.3, 0.0], [-0.2, 0.2, -0.6], [0.1, 0.2, -0.1], [0.1, 0.0, 0.7], [0.0, 0.0, 0.0], [-0.2, 0.1, 0.0], [0.3, -0.2, -0.5], [0.2, 0.4, 0.2], [-0.6, -0.2, -0.3], [0.0, 0.0, 0.0], [-0.2, 0.3, 0.1], [-0.1, 0.2, -0.1], [-0.1, 0.6, 0.1], [-0.1, -0.5, 0.4], [0.0, 0.0, 0.0], [-0.2, 0.2, -0.1], [0.4, 0.1, -0.3], [0.0, 0.3, -0.2], [-0.4, 0.4, 0.5], [0.3, -0.4, 0.5], [0.3, 0.8, 0.3], [0.3, -0.2, -0.1], [0.1, 0.4, -0.6], [0.0, -0.1, -0.2], [-0.1, 0.1, 0.0], [-0.3, -0.3, -0.5], [0.0, -0.3, 0.1], [0.3, 0.0, 0.6], [-0.8, -0.3, 0.0], [0.0, 0.0, 0.0], [0.0, -0.1, -0.2], [0.0, 0.0, 0.0], [-0.1, 0.1, 0.1], [-0.2, 0.3, 0.0], [-0.1, -0.1, -0.1], [0.3, 0.1, -0.1], [0.2, -0.1, 0.1], [0.1, 0.0, -0.1], [0.0, 0.0, 0.0], [-0.3, -0.3, -0.1], [0.0, 0.1, 0.1], [-0.2, -0.1, 0.1], [-0.1, 0.1, 0.0], [0.0, -0.2, 0.1], [0.0, -0.1, 0.0], [0.2, 0.1, 0.1], [0.2, 0.1, 0.2], [0.0, 0.0, 0.1], [0.1, 0.0, 0.1], [0.0, 0.1, 0.1], [0.0, 0.0, -0.1], [0.0, 0.0, 0.0], [-0.2, -0.1, 0.1], [0.0, -0.1, 0.1], [-0.3, 0.1, 0.0], [-0.1, 0.0, -0.2], [0.1, -0.1, 0.3], [0.4, 0.2, -0.2], [0.1, 0.1, 0.1], [0.2, 0.0, -0.2], [0.0, 0.0, 0.0], [-0.2, -0.1, 0.1], [0.0, 0.0, 0.0], [-0.1, 0.1, 0.0], [-0.4, -0.1, 0.0], [0.1, -0.2, -0.1], [0.0, 0.0, 0.0], [0.1, 0.0, 0.1], [0.0, 0.0, 0.0], [0.0, 0.0, 0.0], [0.0, 0.2, 0.0], [-0.2, -0.3, -0.1], [0.1, 0.1, 0.1], [0.0, -0.1, 0.3], [-0.1, 0.0, -0.1], [-0.1, 0.0, 0.1], [-0.1, 0.0, -0.1], [-0.2, -0.1, 0.1], [0.1, -0.1, 0.0], [0.1, 0.1, 0.1], [0.2, -0.2, 0.3], [0.0, -0.2, 0.3], [-0.1, -0.1, -0.1], [-0.1, 0.0, 0.2], [0.1, 0.1, 0.1], [0.1, -0.1, -0.1], [-0.1, 0.3, 0.0], [-0.1, 0.1, 0.1], [0.1, -0.1, 0.0], [0.1, 0.2, 0.0], [0.1, -0.1, 0.0], [-0.1, 0.1, 0.1], [-0.2, 0.2, -0.1], [0.0, 0.1, 0.0], [0.0, 0.0, 0.0], [0.5, -0.2, -0.2], [-0.1, 0.0, -0.2], [0.0, 0.0, 0.0], [0.0, 0.1, -0.1], [0.1, -0.2, 0.0], [0.0, -0.1, 0.1], [0.2, 0.0, -0.1], [0.0, 0.0, 0.0]], "lowdin_charge": [0.049, 0.057, 0.186, 0.017, 0.062, 0.048, 0.050, 0.064, 0.098, -0.050, -0.198, -0.038, -0.259, -0.209, -0.006, -0.184, -0.023, -0.491, -0.017, -0.203, -0.021, -0.196, -0.019, -0.197, -0.505, -0.004, -0.119, -0.459, 0.081, -0.491, -0.021, -0.019, 0.210, -0.043, -0.496, -0.016, 0.009, -0.115, -0.132, -0.191, -0.225, 0.069, 0.052, -0.019, -0.480, -0.104, -0.192, -0.219, -0.221, -0.499, -0.022, 0.065, 0.079, 0.104, 0.091, 0.086, 0.104, 0.108, 0.082, 0.093, 0.105, 0.098, 0.092, 0.122, 0.088, 0.106, 0.065, 0.086, 0.087, 0.067, 0.115, 0.079, 0.127, 0.092, 0.106, 0.070, 0.095, 0.102, 0.087, 0.116, 0.067, 0.096, 0.084, 0.086, 0.118, 0.093, 0.071, 0.093, 0.085, 0.068, 0.111, 0.094, 0.085, 0.107, 0.102, 0.085, 0.097, 0.110, 0.089, 0.085, 0.106, 0.100, 0.145, 0.062, 0.083, 0.104, 0.106, 0.085, 0.084, 0.058, 0.089, 0.088, 0.100, 0.093, 0.085, 0.141, 0.113, 0.085, 0.072, 0.068, 0.095, 0.058, 0.082], "homo_lumo_gap_ev": 6.7, "mol_weight_da": 723.0, "largest_force_ev_per_a": 1.0, "charge": 1, "e_homo_ev": -10.58, "energy_ev": -63594.066}